1.
19
Properties=species:S:1:pos:R:3:lowdin_charge:R:1 method="wB97M-V/def2-TZVPD" orbital_gap_ev=9.21 molar_mass_g_mol=91.15 energy_ha=-290.16241 smiles=CCN(C)C.O de_lowest_ev=0.9395 total_charge=0
C -0.5747 -1.3540 1.2147 -0.09
C 0.0807 0.0311 1.0524 -0.27
N 0.6385 0.2444 -0.2685 -0.29
C 0.3626 1.5405 -0.8413 -0.11
C 1.9879 -0.2811 -0.4591 -0.08
H 0.1673 -2.1323 1.4301 0.07
H -1.2775 -1.3252 2.0465 0.07
H -1.1275 -1.6528 0.3247 0.06
H 0.8603 0.0628 1.8176 0.10
H -0.6681 0.7986 1.2339 0.11
H 0.5790 2.3970 -0.1792 0.08
H -0.6937 1.6410 -1.1047 0.07
H 0.9703 1.6991 -1.7351 0.08
H 2.5933 0.3884 -1.0553 0.07
H 2.4854 -0.4347 0.5063 0.08
H 1.9385 -1.2355 -0.9967 0.08
H -1.9949 -0.1210 -0.7805 -0.01
H -3.3764 -0.1677 -1.5329 0.04
O -2.9511 -0.0988 -0.6731 -0.06

2.
19
Properties=species:S:1:pos:R:3:lowdin_charge:R:1 method="wB97M-V/def2-TZVPD" orbital_gap_ev=5.31 molar_mass_g_mol=91.15 energy_ha=-290.04411 de_lowest_ev=4.1587 total_charge=0
C 1.5499 -1.7168 -0.1137 -0.52
O 0.4089 -1.2717 -0.7430 -0.40
C 1.1539 -2.2293 1.3171 -0.14
H 2.3322 -0.9087 -0.1205 0.07
H 2.0176 -2.6495 -0.5631 0.08
H 2.0318 -2.6007 1.9061 0.06
H 0.3091 -2.9645 1.2535 0.07
H 0.6511 -1.3878 1.8128 0.03
C -1.7639 0.7778 -1.0534 -0.10
C -0.5665 0.9917 -0.1202 -0.23
N -0.4077 2.5105 0.0572 0.16
H -1.7427 -0.3060 -1.3147 0.09
H -2.7613 1.0494 -0.6440 0.08
H -1.7352 1.2806 -2.0444 0.08
H -0.6440 0.3692 0.7837 0.12
H 0.3755 0.6706 -0.5841 0.09
H -0.4074 2.8059 -0.9279 0.16
H 0.4485 2.7400 0.5487 0.16
H -1.2499 2.8394 0.5499 0.16

3.
19
Properties=species:S:1:pos:R:3:lowdin_charge:R:1 method="wB97M-V/def2-TZVPD" orbital_gap_ev=8.27 molar_mass_g_mol=91.15 energy_ha=-290.03900 de_lowest_ev=4.2976 total_charge=0
C 1.5348 0.3078 -0.0022 -0.38
C 2.4719 -0.8176 0.4035 -0.12
O 1.7865 1.5186 0.6868 -0.09
H 1.6384 1.3618 1.6274 0.08
H 1.7061 0.5493 -1.0529 0.10
H 0.3208 -0.1509 0.6291 0.09
H 3.5188 -0.5296 0.2617 0.07
H 2.2850 -1.7014 -0.2085 0.07
H 2.3380 -1.0864 1.4542 0.07
C -1.9655 0.1083 0.0855 -0.35
C -1.3036 0.9041 -0.9492 -0.14
N -2.5558 -1.1002 -0.2864 0.01
H -2.0835 -1.6192 -1.0099 0.09
H -3.3622 -1.4287 0.2244 0.08
H -2.5314 0.6449 0.8388 0.10
H -0.6703 -0.2713 0.8691 0.11
H -0.1905 0.5645 -0.9514 0.04
H -1.7379 0.7955 -1.9458 0.08
H -1.1995 1.9505 -0.6742 0.08